{
  "formula": "C5H7NO",
  "method": "ωB97M-V/def2-TZVPD",
  "elements": ["C", "C", "C", "N", "C", "C", "H", "H", "H", "H", "H", "O", "H", "H"],
  "positions_angstrom": [[-1.3024, 1.1684, -0.1079], [-0.2642, 0.8577, 0.7115], [0.1092, -0.5276, 0.6697], [-0.7061, -1.4724, 0.2680], [-1.8572, -1.0982, -0.2645], [-2.2955, 0.1728, -0.5681], [-1.6188, 2.1053, -0.3464], [0.3226, 1.5086, 1.2947], [1.0531, -0.6080, 1.1978], [-2.4338, -2.1260, -0.4541], [-3.0882, 0.6308, -1.3127], [4.4438, -0.1050, -0.4133], [4.0209, -0.6161, 0.2775], [3.6166, 0.1097, -0.9522]],
  "atomic_forces_ev_per_a": [[-2.79, -2.61, -0.03], [-0.02, -2.59, -1.50], [-0.62, 2.80, 1.72], [1.78, 0.32, 0.39], [-3.07, -3.85, -1.33], [2.46, 2.53, -0.79], [-0.31, 2.94, -0.27], [0.63, 1.04, 0.13], [0.15, -1.53, -0.24], [0.46, 2.77, -0.02], [1.35, -1.81, 1.94], [-2.14, 0.50, -1.23], [0.27, -0.32, 0.50], [1.86, -0.19, 0.72]],
  "e_homo_ev": -9.88,
  "charge": 0,
  "homo_lumo_gap_ev": 10.490,
  "relative_energy_kcal_mol": 46.35
}